[1]
The ion C5H6N with charge +1 in a non-equilibrium geometry, computed with ωB97M-V/def2-TZVPD.

The geometry in ORCA input format:
```
! wB97M-V def2-TZVPD RIJCOSX def2/J DEFGRID3
* xyz 1 1
C -3.47 1.16 -1.78
C -2.41 0.51 -1.69
C -0.01 0.20 0.99
C 0.80 -0.36 -0.17
C -0.40 0.58 -0.54
N -1.39 -0.04 -1.17
H -0.68 -0.44 1.58
H 0.34 1.05 1.39
H 1.77 0.11 -0.48
H 0.59 -1.26 -0.68
H -0.13 1.50 -1.02
H -1.33 -1.09 -1.28
*
```

Summary:
HOMO (spin up / spin down), eV: -15.83 / -15.90
Gap between HOMO and LUMO (spin up / spin down), hartree: 0.2759 / 0.2763
Lowest unoccupied orbital energy (spin up / spin down), eV: -8.326 / -8.383

Löwdin atomic charge list, values in e, 8 entries:
1 C 0.30
2 C -0.12
3 C 0.08
4 C -0.01
5 C -0.21
6 N 0.11
7 H 0.14
8 H 0.07

[2]
A cluster of 2 separate species, C17H20NOS in total in a non-equilibrium geometry, computed with ωB97M-V/def2-TZVPD.

The geometry in ORCA input format:
```
! wB97M-V def2-TZVPD RIJCOSX def2/J DEFGRID3
* xyz 1 1
C 1.78 2.72 0.07
C 0.54 1.95 -0.11
N 0.32 1.16 -1.14
C -0.89 0.43 -1.34
C -2.04 0.43 -0.57
C -3.10 -0.39 -1.00
C -2.99 -1.16 -2.17
C -1.82 -1.14 -2.94
C -0.77 -0.33 -2.51
C 0.53 -0.09 -3.06
C 1.20 0.83 -2.22
C 2.49 1.25 -2.52
C 3.11 0.73 -3.67
C 2.44 -0.18 -4.51
C 1.14 -0.60 -4.21
H 1.64 3.31 0.99
H 2.67 2.09 0.22
H 2.00 3.44 -0.74
H -0.28 2.08 0.59
H -2.09 1.05 0.32
H -4.03 -0.43 -0.42
H -3.83 -1.79 -2.48
H -1.69 -1.72 -3.85
H 3.00 1.95 -1.87
H 4.12 1.05 -3.93
H 2.94 -0.56 -5.40
H 0.59 -1.30 -4.82
C -0.50 -2.15 5.31
S -0.38 -1.44 3.64
C -1.78 -0.29 3.59
C 1.00 -0.58 3.51
O -0.61 -2.50 2.65
H -0.41 -1.35 6.04
H -1.46 -2.68 5.41
H 0.34 -2.86 5.40
H -1.64 0.47 4.36
H -1.78 0.17 2.58
H -2.71 -0.86 3.74
H 1.09 0.31 4.12
H 1.83 -1.02 2.95
*
```

Summary:
HOMO, eV: -10.21
Gap between HOMO and LUMO, hartree: 0.1984
Lowest unoccupied orbital energy, eV: -4.809

Löwdin atomic charge list, values in e, 8 entries:
1 C -0.03
2 C 0.05
3 N 0.08
4 C -0.13
5 C 0.01
6 C -0.04
7 C -0.04
8 C 0.02

[3]
The molecule C6H13BrO, computed with ωB97M-V/def2-TZVPD.

The geometry in ORCA input format:
```
! wB97M-V def2-TZVPD RIJCOSX def2/J DEFGRID3
* xyz 0 1
C 1.52 -2.08 -1.27
C 1.28 -0.69 -0.72
Br 2.93 -0.11 0.19
C 0.10 -0.65 0.23
C -0.47 0.75 0.54
C -1.57 0.61 1.61
C -1.06 1.41 -0.71
O 0.60 1.52 1.04
H 1.67 -2.79 -0.45
H 0.66 -2.41 -1.85
H 2.40 -2.10 -1.91
H 1.16 0.02 -1.54
H -0.71 -1.25 -0.20
H 0.39 -1.11 1.18
H -1.15 0.19 2.52
H -1.99 1.59 1.84
H -2.37 -0.03 1.25
H -0.28 1.65 -1.43
H -1.56 2.34 -0.44
H -1.79 0.75 -1.18
H 0.27 2.40 1.29
*
```

Summary:
HOMO, eV: -9.44
Gap between HOMO and LUMO, hartree: 0.3767
SMILES string: C[C@H](Br)CC(C)(C)O
Lowest unoccupied orbital energy, eV: 0.807

Löwdin atomic charge list, values in e, 8 entries:
1 C -0.16
2 C -0.72
3 Br 0.70
4 C -0.20
5 C -0.64
6 C -0.03
7 C -0.03
8 O -0.08

[4]
A cluster of 2 separate species, CH6N2 in total in a non-equilibrium geometry, computed with ωB97M-V/def2-TZVPD.

The geometry in ORCA input format:
```
! wB97M-V def2-TZVPD RIJCOSX def2/J DEFGRID3
* xyz 0 1
C 0.67 -0.05 1.24
N -1.01 -0.08 -1.17
N 0.33 -0.13 -1.16
H 1.32 -0.85 1.39
H 1.19 0.84 1.25
H -0.32 -0.34 1.52
H -1.45 -1.01 -1.26
H -1.29 0.77 -0.68
H 0.57 0.84 -1.12
*
```

Summary:
HOMO (spin up / spin down), eV: -7.94 / -7.63
Gap between HOMO and LUMO (spin up / spin down), hartree: 0.3293 / 0.3119
Lowest unoccupied orbital energy (spin up / spin down), eV: 1.020 / 0.855

Löwdin atomic charge list, values in e, 8 entries:
1 C 0.04
2 N -0.12
3 N -0.06
4 H -0.03
5 H -0.04
6 H -0.01
7 H 0.11
8 H 0.09

[5]
A structure of composition C30H33Cl2N5O6PPbS, computed with ωB97M-V/def2-TZVPD.

The geometry in ORCA input format:
```
! wB97M-V def2-TZVPD RIJCOSX def2/J DEFGRID3
* xyz 1 1
Pb -0.22 0.20 -1.21
Cl 1.00 2.57 -3.52
C -0.41 2.16 -4.50
Cl -0.99 0.50 -4.18
H -0.11 2.20 -5.54
H -1.21 2.84 -4.26
N -1.85 -1.86 -0.39
C -1.61 -3.24 -0.26
C -2.47 -4.15 -0.88
C -2.29 -5.51 -0.78
C -1.26 -6.02 0.00
C -0.37 -5.15 0.59
C -0.52 -3.76 0.46
P 0.87 -2.79 1.07
C 2.08 -2.93 -0.26
C 1.60 -2.98 -1.57
C 2.49 -3.12 -2.63
C 3.84 -3.25 -2.38
C 4.32 -3.21 -1.08
C 3.45 -3.05 -0.02
C 1.43 -3.40 2.65
C 2.38 -4.42 2.73
C 2.79 -4.88 3.97
C 2.24 -4.34 5.13
C 1.26 -3.35 5.04
C 0.85 -2.88 3.80
H -2.71 -1.70 -0.90
H -1.94 -1.40 0.53
H -3.31 -3.76 -1.46
H -2.97 -6.18 -1.29
H -1.13 -7.09 0.11
H 0.46 -5.53 1.17
H 0.54 -2.92 -1.76
H 2.11 -3.14 -3.64
H 4.53 -3.39 -3.20
H 5.39 -3.31 -0.89
H 3.82 -2.98 0.99
H 2.80 -4.85 1.83
H 3.54 -5.65 4.04
H 2.56 -4.69 6.10
H 0.82 -2.95 5.94
H 0.11 -2.10 3.74
O 2.57 -0.63 1.61
S 1.28 -0.02 1.81
O 0.89 0.21 3.15
O 0.92 1.03 0.86
O 0.26 -1.33 1.25
N 2.35 0.24 -1.58
C 3.26 0.74 -1.06
N 4.30 1.31 -0.52
C 5.36 0.50 0.09
C 6.49 0.31 -0.92
C 7.00 1.67 -1.39
C 5.86 2.51 -1.98
C 4.73 2.64 -0.96
H 4.93 -0.43 0.43
H 5.72 1.06 0.97
H 6.10 -0.26 -1.77
H 7.30 -0.27 -0.46
H 7.78 1.53 -2.15
H 7.45 2.20 -0.55
H 5.47 2.03 -2.88
H 6.22 3.50 -2.25
H 3.87 3.18 -1.38
H 5.08 3.18 -0.07
C -4.07 1.52 3.20
N -3.46 1.76 1.90
C -3.66 2.94 1.24
C -3.08 3.21 0.06
C -2.18 2.23 -0.49
O -1.52 2.37 -1.55
N -2.04 1.06 0.17
C -2.66 0.77 1.34
O -2.55 -0.33 1.90
H -4.99 2.09 3.29
H -3.39 1.82 4.01
H -4.27 0.46 3.31
H -4.32 3.64 1.73
H -3.26 4.14 -0.47
*
```

Summary:
HOMO, eV: -10.97
Gap between HOMO and LUMO, hartree: 0.3145
Lowest unoccupied orbital energy, eV: -2.414

Löwdin atomic charge list, values in e, 8 entries:
1 Pb 1.42
2 Cl 0.54
3 C -0.95
4 Cl 0.49
5 H 0.03
6 H 0.03
7 N 0.01
8 C -0.29

[6]
A cluster of 13 separate species, C7H35O13 in total in a non-equilibrium geometry, computed with ωB97M-V/def2-TZVPD.

The geometry in ORCA input format:
```
! wB97M-V def2-TZVPD RIJCOSX def2/J DEFGRID3
* xyz -1 1
C 2.41 2.42 1.31
O 1.92 1.25 0.55
C 1.66 3.66 0.96
C 0.51 3.79 1.98
C -0.79 3.08 1.60
C -1.55 3.49 0.57
C -0.69 1.41 3.55
C -1.31 2.13 2.63
H 2.31 2.07 2.34
H 3.47 2.42 1.07
H 2.35 4.55 0.91
H 1.29 3.62 -0.07
H 0.19 4.83 2.09
H 0.80 3.53 3.00
H -1.26 4.17 -0.22
H -2.55 3.09 0.39
H -1.33 0.90 4.27
H 0.34 1.14 3.78
H -2.37 2.31 2.65
H -0.16 -3.14 -2.07
H 0.98 -3.21 -3.12
O 0.08 -3.49 -2.98
H 3.61 0.66 -0.96
H 4.51 -0.49 -1.12
O 4.55 0.48 -1.09
H 0.74 -0.10 -2.15
H -0.48 -0.90 -1.40
O -0.18 0.01 -1.88
H -4.14 -1.02 -0.02
H -3.53 -1.52 -1.31
O -3.83 -0.70 -0.88
H -1.14 2.67 -2.60
H -0.59 1.73 -1.54
O -0.47 2.66 -1.89
H 1.20 -1.81 -1.07
H 2.53 -2.04 -0.33
O 2.03 -2.32 -1.10
H 2.46 -2.78 2.20
H 1.89 -2.24 3.64
O 2.62 -2.38 3.05
H -0.51 -1.26 -4.56
H -0.95 -2.70 -4.38
O -1.29 -1.79 -4.42
H -2.50 -2.85 -2.68
H -1.90 -3.61 -1.39
O -2.69 -3.30 -1.85
H -2.34 -1.04 2.66
H -2.27 -0.09 1.26
O -2.62 -0.28 2.14
H 0.18 -2.43 0.66
H 0.54 -3.78 1.11
O 0.31 -2.94 1.53
H -1.58 -2.28 -0.66
H 1.01 1.15 0.85
O -0.63 -2.14 -0.78
*
```

Summary:
HOMO, eV: -6.12
Gap between HOMO and LUMO, hartree: 0.3271
Lowest unoccupied orbital energy, eV: 2.784

Löwdin atomic charge list, values in e, 8 entries:
1 C -0.23
2 O -0.10
3 C -0.17
4 C -0.17
5 C -0.30
6 C 0.05
7 C 0.00
8 C -0.17

[7]
A structure of composition C4H4AlO2 in a non-equilibrium geometry, computed with ωB97M-V/def2-TZVPD.

The geometry in ORCA input format:
```
! wB97M-V def2-TZVPD RIJCOSX def2/J DEFGRID3
* xyz 2 2
O -2.26 0.12 0.04
C -2.58 -1.06 0.28
C -1.80 -1.26 1.41
H -3.12 -1.74 -0.41
H -2.22 -0.98 2.38
C 0.45 -0.15 0.73
C 1.68 -0.16 0.26
O 2.70 0.19 -0.21
Al 4.34 0.38 -0.51
H -0.36 0.28 0.14
H 0.75 -0.13 1.85
*
```

Summary:
<S²>: 0.776
HOMO (spin up / spin down), eV: -16.61 / -16.59
Gap between HOMO and LUMO (spin up / spin down), hartree: 0.1822 / 0.1324
Lowest unoccupied orbital energy (spin up / spin down), eV: -11.653 / -12.988

Löwdin atomic charge list, values in e, 8 entries:
1 O 0.17
2 C -0.14
3 C 0.49
4 H 0.18
5 H 0.16
6 C 0.11
7 C -0.07
8 O -0.07

[8]
A cluster of 3 separate species, C5H12O2 in total, computed with ωB97M-V/def2-TZVPD.

The geometry in ORCA input format:
```
! wB97M-V def2-TZVPD RIJCOSX def2/J DEFGRID3
* xyz 0 1
C 2.83 -1.33 0.44
O 1.46 -1.28 0.74
C 1.02 0.02 1.00
C -0.41 -0.04 1.48
O -1.10 0.94 1.63
H 3.44 -0.97 1.29
H 3.07 -0.71 -0.44
H 3.08 -2.37 0.23
H 1.08 0.67 0.11
H 1.63 0.50 1.79
H -0.78 -1.06 1.72
H -1.06 -0.91 -0.97
H -0.57 -1.42 -0.72
C -2.26 0.92 -1.91
C -2.31 1.74 -0.87
H -1.47 0.99 -2.65
H -3.00 0.14 -2.06
H -3.08 1.65 -0.11
H -1.57 2.51 -0.70
*
```

Summary:
HOMO, eV: -9.90
Gap between HOMO and LUMO, hartree: 0.3981
SMILES string: COCC=O.[H][H].C=C
Lowest unoccupied orbital energy, eV: 0.938

Löwdin atomic charge list, values in e, 8 entries:
1 C -0.11
2 O -0.22
3 C -0.23
4 C -0.26
5 O 0.03
6 H 0.09
7 H 0.09
8 H 0.09

Results for energy relative to the best compared isomer or geometry (same formula, charge and spin): 184.1 18.5 0.0 103.5 10.4 24.7 29.0 81.7 (in kcal per mole, following the order of the records).